Record 1
Molecular formula: C19H33BrF3O7S
Method: DFT, the ωB97M-V functional and the def2-TZVPD basis

Structure (ORCA input):
```
! wB97M-V def2-TZVPD RIJCOSX def2/J DEFGRID3
* xyz -1 1
C 1.52246 2.15022 1.64441
C 2.83502 1.35725 1.51733
C 2.51872 -0.11863 1.24360
C 3.75253 -0.89869 0.81586
C 3.64676 -2.44747 0.71838
C 2.31869 -3.03980 1.10165
O 2.41973 -4.45282 1.48465
S 1.23270 -4.72138 2.52873
O 0.90313 -6.10820 2.40597
O 1.60250 -4.28114 3.83824
C -0.21302 -3.78955 1.95819
C -0.02194 -2.54117 1.03202
C -1.41876 -2.17755 0.52758
C -2.08930 -1.14363 1.47977
C -2.78687 -0.12609 0.62471
O -2.21265 0.89822 0.25432
O -4.06065 -0.43616 0.22095
C 1.13170 -2.94699 0.11186
C 1.47860 -2.24786 -1.20428
Br 2.50534 -3.61783 -2.24304
C 0.33130 -1.83603 -2.12276
C -0.01782 -0.35130 -1.93386
H 0.72752 1.45072 1.89517
H 1.23119 2.60233 0.70443
H 1.55336 2.88519 2.43745
H 3.32320 1.39611 2.48625
H 3.47531 1.75933 0.74109
H 1.73403 -0.12598 0.48760
H 2.07762 -0.48885 2.16486
H 4.56298 -0.62969 1.48587
H 4.04241 -0.51417 -0.15820
H 4.01632 -2.75871 -0.24850
H 4.36371 -2.84895 1.43001
H 2.05562 -2.55599 2.03798
H -0.75312 -4.52213 1.37045
H -0.84576 -3.54760 2.80134
H 0.31049 -1.73801 1.67659
H -2.07315 -3.04310 0.55428
H -1.49655 -1.77279 -0.46924
H -1.36001 -0.57920 2.04629
H -2.79734 -1.60935 2.15872
H -4.10302 -0.33106 -0.73306
H 0.91502 -3.97438 -0.16322
H 2.11170 -1.38087 -1.09965
H -0.53125 -2.48758 -2.02909
H 0.65753 -1.92935 -3.14989
H -0.82808 -0.06563 -2.59274
H 0.86385 0.23739 -2.15523
H -0.33825 -0.16012 -0.91513
C -2.96810 3.93072 -0.31546
C -2.87510 3.23901 -1.67169
O -3.26697 4.00291 -2.78154
C -2.26597 4.91954 -3.36734
O -1.10665 4.38647 -3.58282
C -2.15346 6.23747 -2.53855
F -3.34995 6.66527 -2.03603
F -1.72349 7.24504 -3.33076
F -1.30495 6.20117 -1.49564
H -3.87240 4.53664 -0.24244
H -2.97403 3.18701 0.48220
H -2.11418 4.58050 -0.13910
H -3.57872 2.39624 -1.65732
H -1.88177 2.80695 -1.83001
H -2.83775 5.27410 -4.26217
*
```

***

Record 2
Molecular formula: C5H8N2
Method: DFT, the ωB97M-V functional and the def2-TZVPD basis

The calculation puts the energy relative to the best compared isomer or geometry (same formula, charge and spin) at 208.7 kJ/mol.

Structure (ORCA input):
```
! wB97M-V def2-TZVPD RIJCOSX def2/J DEFGRID3
* xyz 0 1
H -2.41036 -0.18135 -2.85889
N -1.65340 0.13385 -2.25362
C -1.38983 -0.60883 -1.27203
C -0.20651 -0.16690 -0.30365
C 0.54309 1.05672 -0.67101
C -0.02926 -1.06181 0.64746
N 1.08845 -0.91365 1.63163
C 1.37309 0.10375 2.30600
H -1.87391 -1.57630 -1.06668
H 0.51437 1.17002 -1.75461
H 1.57263 1.00763 -0.31917
H 0.06078 1.93636 -0.24503
H -0.57673 -1.97444 0.82663
H 2.22711 0.06447 2.97704
H 0.76048 1.01049 2.35595
*
```

***

Record 3
Molecular formula: C54H36F6N5O4PbS2Te
Method: DFT, the ωB97M-V functional and the def2-TZVPD basis

The calculation puts the energy relative to the best compared isomer or geometry (same formula, charge and spin) at 435.6 kJ/mol.

Structure (ORCA input):
```
! wB97M-V def2-TZVPD RIJCOSX def2/J DEFGRID3
* xyz -1 1
Pb 10.53124 12.79981 18.20427
C 11.59789 7.04388 23.76606
C 12.65684 7.70377 23.16069
C 12.43519 8.70782 22.26593
C 11.12120 9.10982 21.96575
C 10.05777 8.50806 22.68519
C 10.30999 7.40593 23.55120
C 10.82334 10.21494 20.96316
C 10.06775 9.90556 19.77468
C 9.83504 8.54046 19.34110
C 9.14446 8.64130 18.18851
C 8.73014 10.03457 18.04299
C 8.06236 10.61492 17.00052
C 7.86040 9.70721 15.83256
C 6.87882 8.76336 15.78632
C 6.80084 7.95221 14.62852
C 7.70092 8.00978 13.62534
C 8.67511 9.05868 13.66136
C 8.74257 9.88647 14.76526
C 7.80440 11.99681 16.82475
N 8.45532 13.06919 17.39806
C 7.94710 14.18110 16.80838
C 8.03309 15.50456 17.33386
C 7.20215 16.58412 16.73953
C 5.87151 16.75977 17.05893
C 5.04229 17.64033 16.43650
C 5.54287 18.50965 15.47421
C 6.86444 18.39484 15.11602
C 7.63486 17.45155 15.75624
C 8.84784 15.77560 18.42708
C 8.86907 17.11359 19.04328
C 9.86489 16.94969 20.01892
C 10.18578 15.54189 20.05758
N 9.59702 14.87789 19.04500
C 10.90824 14.96309 21.23035
C 11.01914 13.67786 21.62922
C 11.55333 13.15268 22.84926
C 11.57308 11.82938 22.76541
C 11.12286 11.44009 21.37981
N 10.78741 12.61809 20.77144
C 11.31410 15.94087 22.22685
C 10.38373 16.45124 23.17031
C 10.88085 17.00656 24.41300
C 12.21432 17.17887 24.59620
C 13.14116 16.76243 23.63713
C 12.68610 16.07579 22.50674
C 6.81821 13.81141 15.91548
C 6.73904 12.47530 16.11053
N 9.49886 10.77868 18.99102
H 11.78057 6.30084 24.53600
H 13.68525 7.51928 23.52226
H 13.25257 9.14725 21.67531
H 9.11893 8.97256 22.65813
H 9.52097 6.96424 24.14956
H 10.20636 7.61053 19.79129
H 8.92586 7.83571 17.40622
H 6.21412 8.60399 16.62123
H 5.95229 7.28292 14.53358
H 7.88600 7.18465 12.93859
H 9.41011 9.08074 12.82845
H 9.45253 10.73613 14.95457
H 5.39258 16.00993 17.72023
H 4.01707 17.70551 16.77209
H 4.87057 19.30215 15.09848
H 7.31730 19.06282 14.40871
H 8.62009 17.24331 15.29850
H 8.48756 17.98906 18.63298
H 10.30477 17.75977 20.60334
H 11.83750 13.64194 23.82999
H 11.67543 11.08954 23.52801
H 9.40016 16.23996 23.05159
H 10.19509 17.31280 25.18367
H 12.62120 17.67750 25.46622
H 14.22567 16.89291 23.80953
H 13.46856 15.66820 21.78641
H 6.06225 14.49048 15.49264
H 6.00457 11.98951 15.50124
F 11.77691 9.35119 15.89303
C 13.05643 9.15019 16.15665
F 13.69507 9.11793 14.92738
F 13.14759 7.98792 16.72846
S 13.81682 10.42752 17.16822
O 13.29468 10.14051 18.50704
O 15.20391 10.18191 16.92685
N 13.14943 11.74834 16.65909
S 13.84295 12.85441 15.72444
O 14.94406 12.40980 14.94096
O 12.82954 13.66422 15.11864
C 14.53621 14.04107 16.90089
F 13.58693 14.70775 17.60892
F 15.17483 15.06873 16.21278
F 15.39694 13.49576 17.77403
C 10.84702 13.81897 12.09504
Te 9.27596 14.05374 13.57574
C 8.29629 12.49746 12.35377
C 9.22209 12.02710 11.34074
C 8.77306 10.89589 10.61970
C 9.58322 10.47790 9.51328
C 10.81626 11.14762 9.37736
C 11.25954 12.15546 10.13890
C 10.43634 12.68646 11.19464
H 11.77485 13.54807 12.69497
H 11.12867 14.83856 11.62666
H 7.39213 13.00205 11.90629
H 7.94108 11.70550 12.95724
H 7.82326 10.45425 10.89146
H 9.20815 9.77684 8.81334
H 11.51458 10.72940 8.61532
H 12.25680 12.64106 9.87982
*
```

***

Record 4
Molecular formula: C32H22ClIrN3O2S3
Method: DFT, the ωB97M-V functional and the def2-TZVPD basis

The calculation puts the energy relative to the best compared isomer or geometry (same formula, charge and spin) at 5.9 kJ/mol.

Structure (ORCA input):
```
! wB97M-V def2-TZVPD RIJCOSX def2/J DEFGRID3
* xyz -1 5
Ir 0.72787 -0.35145 -1.68624
Cl -4.24763 5.27472 -0.93079
C -3.15099 3.92164 -0.80346
C -2.32284 3.80570 0.31843
C -1.45730 2.74867 0.42679
C -1.36409 1.74961 -0.57912
O -0.51110 0.79400 -0.40806
C -2.22502 1.87953 -1.69542
C -2.31972 0.88617 -2.75548
O -1.71016 -0.16056 -2.84670
C -3.10182 2.97291 -1.78741
H -2.36546 4.55980 1.09368
H -0.80016 2.65215 1.28195
H -3.06676 1.13706 -3.53636
H -3.75289 3.05176 -2.65030
S 2.44960 -0.11379 0.01752
C 2.67766 1.60648 -0.10505
C 3.31598 2.28807 0.93829
C 3.53516 3.65237 0.88484
C 4.19382 4.30277 1.98412
N 4.72835 4.80548 2.86871
C 3.11656 4.38565 -0.23972
C 2.48686 3.72337 -1.27912
C 2.25055 2.35053 -1.22303
S 1.48937 1.57182 -2.59080
C 3.33119 5.80225 -0.32305
N 3.50082 6.93734 -0.38961
H 3.64427 1.73124 1.80568
H 2.16181 4.28308 -2.14637
C -0.62276 -0.24266 3.65059
C -1.04514 -1.70391 3.81551
C -2.50550 -1.73079 4.28600
C -0.15358 -2.34403 4.88834
C -0.91445 -2.49141 2.51104
C -1.26767 -3.84635 2.48028
C -1.16912 -4.59330 1.31190
C -0.70695 -3.98369 0.16271
S -0.48690 -4.67455 -1.44454
C 0.08794 -3.13312 -2.02280
N 0.09487 -2.16269 -1.03322
C -0.34250 -2.63091 0.17348
C -0.45457 -1.88791 1.34947
C 0.56549 -2.77861 -3.29065
C 0.66025 -3.64027 -4.39960
C 1.12993 -3.15700 -5.61002
C 1.51861 -1.83266 -5.74485
C 1.43903 -0.96842 -4.63904
C 0.97857 -1.41128 -3.42073
H -0.73140 0.27572 4.60602
H -1.24033 0.27431 2.91334
H 0.41951 -0.15821 3.33665
H -2.61200 -1.17032 5.21854
H -2.85190 -2.75003 4.46195
H -3.15753 -1.27829 3.53658
H -0.23527 -1.79047 5.82748
H 0.89141 -2.33454 4.57304
H -0.43789 -3.37968 5.07942
H -1.63064 -4.33247 3.37713
H -1.45292 -5.63862 1.30710
H -0.18369 -0.84375 1.31436
H 0.36396 -4.67856 -4.30200
H 1.19610 -3.82630 -6.46010
H 1.88651 -1.46276 -6.69322
H 1.75661 0.05917 -4.76411
*
```

***

Record 5
Molecular formula: C20H27N3O3S
Method: DFT, the ωB97M-V functional and the def2-TZVPD basis

The calculation puts the energy relative to the best compared isomer or geometry (same formula, charge and spin) at 190.3 kJ/mol.

Structure (ORCA input):
```
! wB97M-V def2-TZVPD RIJCOSX def2/J DEFGRID3
* xyz 0 1
C -0.91734 -4.65818 1.59764
H -1.48357 -5.46053 1.13309
H 0.01886 -5.06019 1.97654
H -1.48758 -4.26914 2.43634
C -0.63281 -3.56682 0.57067
N -1.84938 -3.15119 -0.09932
C -1.66400 -2.49900 -1.38235
H -0.72686 -2.83663 -1.82781
C -1.65878 -0.96807 -1.31220
N -2.91229 -0.51267 -0.74097
C -3.28742 0.77724 -0.68828
O -4.30809 1.14672 -0.12521
C -2.38713 1.79184 -1.34145
H -1.32607 1.56912 -1.27143
H -2.66655 1.96428 -2.38029
S -2.74635 3.36767 -0.42947
O -1.84540 4.36466 -1.01717
C -1.89469 2.82429 1.15425
C -0.45670 2.64231 0.91329
C 0.51836 3.60480 0.84770
O 1.67945 2.98598 0.53478
C 1.37498 1.67723 0.40983
N 0.11051 1.43027 0.62060
C 2.39859 0.71313 0.07343
C 3.67731 1.13746 -0.28565
C 4.66244 0.21977 -0.61042
C 4.35524 -1.13739 -0.57311
C 3.08938 -1.56715 -0.21399
C 2.11043 -0.64949 0.11087
H 1.12374 -0.96582 0.40695
H 2.86737 -2.62388 -0.18322
H 5.11784 -1.86006 -0.82550
C 6.04176 0.66921 -0.98485
H 6.36948 0.17759 -1.89911
H 6.74713 0.40835 -0.19595
H 6.07479 1.74529 -1.13313
H 3.89186 2.19558 -0.31043
C 0.48888 5.07245 1.05073
H 0.14645 5.31217 2.05701
H 1.48513 5.47959 0.90335
H -0.19767 5.52134 0.33514
H -2.38523 1.91087 1.47386
H -2.07763 3.62835 1.86453
C -3.67850 -1.51055 -0.01857
C -2.73439 -2.39708 0.77999
H -2.15563 -1.75913 1.47055
H -3.31963 -3.10193 1.37775
H -4.26927 -2.11476 -0.71447
H -4.36407 -0.97720 0.64342
H -1.54003 -0.56441 -2.32216
H -0.81887 -0.61950 -0.69761
H -2.47717 -2.81508 -2.04644
H -0.12636 -2.72364 1.07441
H 0.04543 -3.96807 -0.18612
*
```

***

Record 6
Molecular formula: C2H3N3O2
Method: DFT, the ωB97M-V functional and the def2-TZVPD basis

The calculation puts the energy relative to the best compared isomer or geometry (same formula, charge and spin) at 341.6 kJ/mol.

Structure (ORCA input):
```
! wB97M-V def2-TZVPD RIJCOSX def2/J DEFGRID3
* xyz 0 1
N -0.41217 -1.32056 1.44816
C 0.07439 -0.63674 0.38619
N -0.81150 0.14145 -0.38791
C 0.28103 0.86373 -1.08973
O 0.09745 1.63679 -2.06138
N 1.47024 0.39045 -0.75347
O 1.27882 -0.49514 0.14572
H -1.28881 -0.84896 1.90068
H 0.19052 -1.82440 2.10167
H -0.87997 2.09338 -1.68994
*
```

***

Record 7
Molecular formula: C2HEuO4
Method: DFT, the ωB97M-V functional and the def2-TZVPD basis

The calculation puts the energy relative to the best compared isomer or geometry (same formula, charge and spin) at 0.0 kJ/mol.

Structure (ORCA input):
```
! wB97M-V def2-TZVPD RIJCOSX def2/J DEFGRID3
* xyz 0 9
O -2.09210 0.79422 -0.40047
C -1.36795 -0.15929 -0.34347
O -0.03313 -0.02176 -0.38312
C 0.83131 -0.16064 0.84095
O 0.33636 -0.54625 1.86394
O 1.95512 0.26205 0.49502
Eu 2.04536 1.05071 -1.70713
H -1.67498 -1.21906 -0.36571
*
```

***

Record 8
Molecular formula: C24H47FIN2O3
Method: DFT, the ωB97M-V functional and the def2-TZVPD basis

Structure (ORCA input):
```
! wB97M-V def2-TZVPD RIJCOSX def2/J DEFGRID3
* xyz 1 1
C -0.34185 6.93056 1.25574
C -1.74988 6.48062 0.73940
C -1.87083 6.49536 -0.83997
C -1.77614 5.02375 -1.40501
C -0.29633 4.67508 -1.80473
C -0.23127 3.37985 -2.72509
C -0.49946 2.05353 -1.89457
C 0.80093 1.20832 -1.63984
C 0.67253 -0.29763 -2.06422
C 0.38780 -1.25623 -0.83767
C 1.70794 -1.53500 -0.05907
C 1.46676 -2.46974 1.19788
C 0.97174 -3.89894 0.79662
C 0.38461 -4.76456 1.98106
N 0.53123 -4.01975 3.24218
C -0.27714 -4.55760 4.35546
C 0.50065 -4.34038 5.70735
C -0.11386 -3.18224 6.57589
C -1.10084 -5.18922 1.64443
C -1.40424 -6.73071 1.85463
C -0.41163 -7.66878 1.07576
I -0.43329 -9.59712 2.12450
N 0.97231 -7.08120 1.06886
C 1.21420 -6.10433 2.16782
H 0.45151 6.25169 0.86781
H -0.11995 7.99882 1.06575
H -0.34438 6.77370 2.36213
H -1.88891 5.42929 1.07589
H -2.58447 7.08257 1.15430
H -2.86321 6.91907 -1.12360
H -1.09392 7.13747 -1.30959
H -2.44291 4.96613 -2.30025
H -2.13512 4.26222 -0.67896
H 0.27145 4.52343 -0.85705
H 0.18426 5.49664 -2.41082
H 0.73914 3.34114 -3.26096
H -1.09708 3.47564 -3.42281
H -1.03494 2.30294 -0.95487
H -1.20078 1.44424 -2.51498
H 1.12529 1.30265 -0.57637
H 1.61633 1.65593 -2.25211
H 1.63885 -0.59564 -2.52750
H -0.11369 -0.42713 -2.84211
H -0.07158 -2.17046 -1.28547
H -0.40141 -0.79184 -0.19839
H 2.02154 -0.55575 0.37899
H 2.54980 -1.87894 -0.69386
H 0.76588 -1.91384 1.84967
H 2.47367 -2.58855 1.66635
H 0.28373 -3.80169 -0.07073
H 1.87480 -4.43789 0.39681
H 1.52598 -4.04481 3.45867
H -0.50881 -5.64200 4.28430
H -1.19722 -3.93209 4.42965
H 0.48580 -5.25953 6.33543
H 1.57439 -4.09140 5.55079
H -1.03144 -3.51845 7.11126
H -0.34330 -2.32289 5.90458
H 0.59813 -2.86208 7.37052
H -1.86110 -4.57827 2.18115
H -1.31202 -5.01365 0.56156
H -1.41279 -7.02631 2.92044
H -2.41877 -6.94553 1.45045
H -0.72329 -7.87090 0.03559
H 1.19244 -6.71355 0.13828
H 1.61860 -7.86704 1.22203
H 2.29756 -5.84165 2.12685
H 1.00714 -6.61439 3.12831
C 0.22474 5.59893 -6.50443
C 0.32204 6.98962 -7.05963
O -0.01698 7.79426 -5.94546
C 0.36210 7.09355 -4.84303
O 0.47429 7.56280 -3.75775
O 0.60487 5.78880 -5.14127
F -0.58944 7.19464 -8.04208
H -0.79225 5.20234 -6.54684
H 0.89501 4.90079 -7.00361
H 1.31653 7.26331 -7.42044
*
```

***

Record 9
Molecular formula: C3H11NO2
Method: DFT, the ωB97M-V functional and the def2-TZVPD basis

The calculation puts the energy relative to the best compared isomer or geometry (same formula, charge and spin) at 189.0 kJ/mol.

Structure (ORCA input):
```
! wB97M-V def2-TZVPD RIJCOSX def2/J DEFGRID3
* xyz 0 1
C 2.24360 -0.59065 -1.02593
C 1.02740 -0.57126 -0.40421
C -0.29637 -1.23269 -0.83529
N -1.06747 -1.62346 0.29502
H 3.12751 -0.06161 -0.78000
H 2.39049 -1.10072 -1.99772
H 0.96565 -0.10918 0.48354
H -0.83508 -0.72650 -1.74203
H -0.04328 -2.18446 -1.38764
H -1.41887 -0.86102 0.90330
H -0.60698 -2.16162 1.00798
O -0.41031 1.18708 1.95539
H -1.28081 0.99410 2.03818
H -0.22237 1.51282 2.85245
O -0.93869 2.14023 -0.65059
H -0.74000 2.58885 0.20940
H -0.91979 1.22264 -0.49845
*
```

***

Record 10
Molecular formula: C4H6Br2
Method: DFT, the ωB97M-V functional and the def2-TZVPD basis

The calculation puts the energy relative to the best compared isomer or geometry (same formula, charge and spin) at 49.4 kJ/mol.

Structure (ORCA input):
```
! wB97M-V def2-TZVPD RIJCOSX def2/J DEFGRID3
* xyz 0 1
C 1.29076 -0.35500 0.88581
C -0.01897 -0.41005 0.20198
C -1.03426 0.63455 0.03644
Br -0.38485 2.35478 0.47422
C -0.54899 0.09380 -1.29334
Br -1.79428 -1.02962 -2.25209
H 2.14291 -0.79701 0.35349
H 1.28439 -1.09204 1.66450
H 1.66943 0.57943 1.06171
H -0.59799 -1.26572 0.35022
H -2.05120 0.44999 0.32721
H 0.04306 0.83689 -1.81014
*
```

***

One value per record, in order, for energy: -123601.0598; -8292.8332; -122737.3839; -89975.3855; -42626.1071; -10684.9168; -29607.9749; -45583.5065; -8872.5304; -144328.5075 eV.
One value per record, in order, for molar mass: 542.43; 96.13; 1331.84; 804.42; 389.52; 101.06; 240.99; 557.55; 93.13; 213.90 g/mol.